(1)
57
Properties=species:S:1:pos:R:3 method="wB97M-V/def2-TZVPD" gap_ev=8.4 charge=-1
S 3.15 1.77 -0.33
S 1.56 3.97 -0.59
O 1.20 -2.20 1.74
O 4.56 1.70 -0.03
O 2.39 -1.16 0.13
O -2.42 1.49 -1.75
O -7.16 -2.28 0.35
O -0.58 2.92 -1.77
O 1.69 4.51 0.74
O 7.21 -1.37 4.18
O -3.42 -1.44 -0.38
O 2.29 1.53 0.81
O 1.25 4.95 -1.60
N -7.08 -3.22 -1.71
N 2.85 3.14 -1.09
N 6.35 0.69 3.76
C -1.11 1.73 -2.20
C 1.33 -1.29 0.94
C 0.12 2.87 -0.55
C 2.05 -0.67 -1.17
C -2.24 -0.68 -0.59
C -8.47 -3.64 -1.64
C 5.32 0.19 2.86
C 2.86 0.53 -1.61
C 6.41 2.12 4.01
C -6.31 -3.53 -2.89
C -6.55 -2.56 -0.66
C -2.50 0.83 -0.52
C 7.20 -0.16 4.34
H -8.62 -4.30 -0.79
H 5.47 2.46 4.44
H -6.76 -3.06 -3.77
H 0.41 1.86 -0.29
H -1.87 1.28 0.25
H 2.26 -1.49 -1.86
H -9.12 -2.77 -1.51
H -1.16 1.77 -3.28
H -8.74 -4.15 -2.55
H 2.29 1.04 -2.37
H -3.52 0.95 -0.18
H -0.50 3.25 0.25
H -5.49 -2.29 -0.81
H -0.48 0.88 -1.93
H 3.81 0.28 -2.05
H 0.99 -0.47 -1.28
H 4.73 1.01 2.48
H -5.29 -3.14 -2.78
H -6.26 -4.61 -3.05
H 4.68 -0.52 3.39
H 7.93 0.34 5.00
H 7.22 2.35 4.69
H -1.81 -0.96 -1.54
H -3.61 -1.38 0.55
H 5.79 -0.33 2.02
H -1.54 -0.95 0.19
H 6.58 2.65 3.07
H 0.62 -0.46 0.92

(2)
7
Properties=species:S:1:pos:R:3 method="wB97M-V/def2-TZVPD" gap_ev=9.4 charge=0 relative_energy_kj_mol=93.8
S 2.18 -0.28 0.21
Si -1.03 -0.02 -0.08
O 0.46 0.03 0.55
N 2.96 0.75 -0.42
H -2.01 0.67 0.74
H -1.60 -1.44 0.45
H -0.97 0.30 -1.45

(3)
68
Properties=species:S:1:pos:R:3 method="wB97M-V/def2-TZVPD" gap_ev=11.4 smiles="O=C1OC[C@@H](F)O1.O=C1OC[C@@H](F)O1.CCCC#N.CCCC#N.CCCC#N.CCCC#N" charge=0 relative_energy_kj_mol=0.0
F 0.77 -0.65 -7.50
F 0.40 -1.06 1.04
O 2.26 -2.32 -7.80
O 3.78 -3.70 -6.88
O -0.72 -0.60 -1.67
O 1.08 -1.05 -2.96
O 1.67 -3.63 -6.09
O 1.33 -0.30 -0.85
N -3.90 1.70 0.14
N -2.63 2.37 3.03
N 3.76 -2.64 -0.70
N -0.42 3.83 -0.01
C 0.59 -0.70 -1.95
C 2.40 -3.60 1.31
C 2.69 -3.25 -6.90
C 0.36 4.59 -0.40
C -4.46 0.73 0.37
C -0.21 2.90 3.85
C 3.29 4.71 0.59
C -5.65 0.07 3.14
C 1.39 -5.56 -0.01
C 0.41 0.48 4.36
C 0.38 1.90 4.86
C 0.91 -2.00 -7.55
C 1.14 -4.30 0.81
C -4.92 -0.88 2.20
C 0.65 -2.63 -6.17
C -5.12 -0.52 0.74
C 0.48 0.02 0.18
C -0.85 0.25 -0.50
C 3.19 -3.06 0.20
C 2.78 4.99 -0.83
C 1.35 5.54 -0.90
C -1.56 2.57 3.38
H -5.17 1.05 3.15
H -4.87 -1.31 0.03
H -1.71 -0.07 0.06
H 0.49 -4.52 1.66
H 0.99 0.40 3.44
H -6.19 -0.35 0.57
H 0.30 -2.38 -8.36
H 3.45 5.69 -1.33
H -0.17 1.99 5.80
H 1.24 6.47 -0.33
H -6.71 0.17 2.91
H 0.41 2.94 2.94
H 1.13 5.74 -1.95
H -0.59 0.10 4.13
H -5.59 -0.29 4.17
H 0.81 -1.85 -5.43
H 1.92 -6.32 0.56
H 0.53 -3.60 0.23
H 4.37 4.61 0.54
H 3.08 5.54 1.26
H 3.03 -4.26 1.91
H 0.81 0.88 0.76
H 1.38 2.27 5.07
H -0.31 -3.12 -6.05
H 0.85 -0.16 5.13
H 2.83 4.06 -1.40
H 1.98 -5.34 -0.90
H -3.87 -0.89 2.50
H 2.11 -2.74 1.93
H -5.25 -1.90 2.37
H -0.98 1.27 -0.85
H 0.43 -6.00 -0.29
H -0.23 3.92 4.24
H 2.86 3.79 0.98

| no. | energy (eV) |
| --- | --- |
| 1 | -62597.8633 |
| 2 | -22297.0539 |
| 3 | -47045.3960 |